1.
Entry from OMol25: a cluster of 6 separate species, C12H24Cl12 in total in a non-equilibrium geometry (ωB97M-V with the def2-TZVPD basis set).

As for the frontier orbital gap: 10.8123 eV. As for the SMILES: ClCCCl.ClCCCl.ClCCCl.ClCCCl.ClCCCl.ClCCCl.

```
48
Properties=species:S:1:pos:R:3:mulliken_charge:R:1
Cl 24.483 17.765 21.183 -0.21
C 26.161 17.241 20.848 -0.26
C 27.062 18.290 21.288 -0.41
Cl 28.681 17.684 21.074 -0.15
H 26.264 17.070 19.786 0.37
H 26.318 16.339 21.410 0.09
H 26.951 18.497 22.344 0.24
H 26.950 19.183 20.702 0.36
Cl 27.738 14.018 23.206 -0.15
C 28.587 14.748 24.517 0.04
C 29.513 15.856 24.111 -0.23
Cl 30.712 15.337 22.961 -0.11
H 29.183 13.977 25.009 0.32
H 27.883 15.114 25.257 -0.17
H 30.068 16.162 25.001 0.31
H 29.031 16.752 23.742 -0.04
Cl 34.923 13.104 19.932 -0.20
C 33.602 14.275 20.317 -0.38
C 32.256 13.652 20.180 -0.18
Cl 31.871 13.234 18.484 -0.19
H 33.730 15.171 19.726 0.38
H 33.748 14.544 21.369 0.24
H 31.466 14.335 20.474 -0.04
H 32.193 12.755 20.784 0.37
Cl 25.698 13.865 26.455 -0.23
C 24.131 14.396 25.683 -0.49
C 24.091 15.885 25.621 -0.04
Cl 22.401 16.401 25.416 -0.20
H 23.357 14.022 26.331 0.40
H 24.102 13.947 24.707 0.32
H 24.616 16.262 24.748 0.19
H 24.491 16.336 26.513 0.03
Cl 27.986 18.572 25.892 -0.19
C 27.241 17.952 27.348 0.08
C 27.187 18.978 28.359 -0.47
Cl 25.899 20.122 27.938 -0.18
H 27.802 17.079 27.665 0.33
H 26.246 17.613 27.067 -0.21
H 28.101 19.548 28.378 0.35
H 26.904 18.564 29.309 0.32
Cl 26.952 9.199 21.828 -0.21
C 27.456 10.899 21.499 -0.27
C 28.737 10.981 20.658 -0.16
Cl 28.522 10.612 18.910 -0.19
H 27.617 11.349 22.478 0.07
H 26.604 11.378 21.037 0.35
H 29.474 10.279 21.050 0.35
H 29.164 11.978 20.749 0.07
```

=====

2.
Entry from OMol25: an isolated molecule of C8H14N2O6 in a non-equilibrium geometry (ωB97M-V with the def2-TZVPD basis set).

As for the frontier orbital gap: 9.9821 eV. As for the SMILES: C[C@@H](O)[C@H](NC(=O)[C@@H](N)CC(=O)O)C(=O)O.

```
30
Properties=species:S:1:pos:R:3:mulliken_charge:R:1
C -3.499 0.298 1.429 -1.19
C -2.315 0.729 0.664 0.39
O -2.256 2.310 0.756 -0.59
C -1.019 0.418 1.269 0.03
N 0.017 0.667 0.282 0.00
C 1.309 0.562 0.592 0.31
O 1.912 0.370 1.715 -0.72
C 1.985 0.799 -0.903 -0.18
N 3.532 1.249 -0.963 -0.80
C 1.943 -0.586 -1.625 -0.67
C 0.788 -0.701 -2.577 0.67
O -0.176 0.015 -2.826 -0.70
O 0.724 -1.901 -2.962 -0.43
C -0.876 -1.011 1.591 0.16
O -0.549 -1.835 0.737 -0.62
O -0.879 -1.400 2.852 -0.43
H -3.263 -0.680 1.810 0.33
H -4.526 0.015 0.707 0.28
H -3.841 1.043 2.316 0.26
H -2.580 0.314 -0.348 0.29
H -2.973 2.749 0.299 0.29
H -0.728 1.083 2.049 0.44
H -0.177 0.604 -0.748 0.18
H 1.413 1.489 -1.466 0.61
H 4.022 0.973 0.003 0.30
H 3.624 2.234 -0.870 0.28
H 1.921 -1.461 -0.978 0.33
H 2.908 -0.761 -2.156 0.45
H 0.030 -2.179 -3.578 0.36
H -0.784 -2.344 2.913 0.36
```

=====

LUMO in eV, matching the order above: 0.1, 0.5
Energy relative to the best compared isomer or geometry (same formula, charge and spin) in kcal per mole, matching the order above: 16.18, 89.49